A | 145
Properties=species:S:1:pos:R:3:lowdin_charge:R:1 method="wB97M-V/def2-TZVPD" charge=0 lumo_ev=0.00 smiles=COC[C@H](C)N.COC[C@H](C)N.COC[C@H](C)N.COC[C@H](C)N.COC[C@H](C)N.OCCO.OCCO.OCCO.OCCO.OCCO.OCCO multiplicity=1
C -1.258 -3.394 -3.269 -0.068
O -1.577 -3.104 -1.915 -0.222
C -2.908 -2.718 -1.851 -0.261
C -3.250 -2.344 -0.449 -0.381
C -3.288 -3.657 0.340 -0.028
N -4.355 -1.374 -0.608 0.060
H -0.245 -3.751 -3.293 0.081
H -1.363 -2.522 -3.920 0.093
H -1.898 -4.189 -3.668 0.100
H -3.029 -1.859 -2.525 0.123
H -3.622 -3.494 -2.181 0.140
H -2.377 -1.777 -0.098 0.136
H -3.821 -4.448 -0.201 0.085
H -3.831 -3.584 1.284 0.076
H -2.325 -4.049 0.629 0.061
H -4.672 -1.038 0.291 0.066
H -5.159 -1.767 -1.098 0.104
C 5.131 -7.276 6.453 -0.143
O 4.041 -6.447 6.504 -0.177
C 3.665 -5.914 5.278 -0.249
C 2.530 -4.965 5.494 -0.444
C 1.959 -4.533 4.159 -0.071
N 2.833 -3.801 6.354 0.058
H 5.014 -8.064 5.683 0.093
H 5.280 -7.779 7.412 0.091
H 6.067 -6.755 6.214 0.089
H 4.499 -5.371 4.821 0.130
H 3.473 -6.742 4.575 0.133
H 1.773 -5.544 6.048 0.148
H 1.025 -3.987 4.286 0.064
H 1.687 -5.382 3.526 0.081
H 2.661 -3.871 3.631 0.082
H 3.591 -3.285 5.924 0.072
H 3.042 -4.150 7.273 0.066
C 1.137 0.458 -5.706 -0.105
O 1.532 -0.820 -6.190 -0.155
C 2.096 -1.585 -5.149 -0.255
C 3.425 -1.174 -4.725 -0.437
C 4.500 -1.289 -5.822 -0.051
N 3.800 -2.135 -3.628 0.056
H 1.905 1.239 -5.711 0.084
H 0.666 0.318 -4.740 0.061
H 0.392 0.895 -6.350 0.081
H 1.417 -1.587 -4.275 0.115
H 2.011 -2.603 -5.480 0.132
H 3.450 -0.153 -4.361 0.122
H 4.610 -2.332 -6.083 0.076
H 5.430 -0.841 -5.471 0.069
H 4.226 -0.731 -6.730 0.079
H 4.701 -1.864 -3.297 0.056
H 3.062 -2.179 -2.938 0.028
C -6.480 2.498 -0.081 -0.109
O -5.808 1.880 0.990 -0.198
C -4.816 2.745 1.533 -0.220
C -4.029 2.091 2.658 -0.401
C -3.388 0.883 2.011 -0.055
N -4.864 1.655 3.814 0.062
H -6.989 3.406 0.268 0.091
H -7.145 1.782 -0.566 0.090
H -5.807 2.812 -0.900 0.074
H -4.196 3.090 0.687 0.098
H -5.381 3.588 1.959 0.128
H -3.279 2.794 2.991 0.129
H -2.975 1.207 1.060 0.063
H -4.236 0.211 1.858 0.065
H -2.607 0.343 2.535 0.061
H -5.297 2.438 4.266 0.062
H -5.529 1.037 3.406 0.051
C 0.227 -1.302 1.659 -0.088
O 0.367 -1.112 0.278 -0.200
C 0.387 0.260 0.015 -0.222
C 0.524 0.416 -1.447 -0.376
C 0.563 1.945 -1.766 -0.022
N -0.582 -0.304 -2.122 0.099
H 1.116 -1.027 2.213 0.084
H 0.131 -2.356 1.895 0.089
H -0.638 -0.767 2.087 0.080
H -0.548 0.786 0.335 0.144
H 1.242 0.781 0.452 0.137
H 1.460 -0.019 -1.819 0.137
H 1.382 2.481 -1.295 0.050
H -0.345 2.459 -1.426 0.075
H 0.663 2.019 -2.854 0.070
H -0.663 -1.276 -1.868 0.043
H -1.454 0.075 -1.798 0.044
O 2.589 3.847 0.205 -0.110
C 3.373 4.535 1.248 -0.187
C 4.516 5.310 0.747 -0.253
O 4.222 6.379 -0.155 -0.066
H 3.159 3.453 -0.464 0.077
H 2.592 5.114 1.713 0.125
H 3.712 3.788 1.979 0.125
H 5.282 4.690 0.272 0.125
H 4.974 5.803 1.611 0.129
H 3.918 5.993 -0.999 0.038
O -3.344 0.983 -1.683 -0.132
C -3.840 1.522 -2.943 -0.210
C -2.739 1.699 -3.993 -0.291
O -2.176 0.555 -4.499 -0.076
H -3.880 0.192 -1.466 0.021
H -4.638 0.861 -3.341 0.125
H -4.315 2.491 -2.736 0.098
H -1.986 2.368 -3.520 0.112
H -3.237 2.227 -4.809 0.120
H -1.683 0.097 -3.777 0.042
O -1.187 -0.815 4.866 -0.074
C 0.032 -0.982 5.613 -0.243
C 0.960 0.211 5.598 -0.240
O 0.425 1.436 6.146 -0.064
H -1.948 -1.211 5.308 0.088
H -0.235 -1.210 6.655 0.126
H 0.709 -1.761 5.278 0.085
H 1.293 0.365 4.547 0.119
H 1.814 -0.055 6.229 0.119
H 0.142 1.938 5.381 0.074
O 1.730 -2.898 -1.364 -0.091
C 2.128 -4.040 -0.599 -0.218
C 1.148 -5.223 -0.651 -0.227
O -0.148 -4.933 -0.114 -0.092
H 1.211 -2.282 -0.800 0.055
H 2.990 -4.481 -1.054 0.103
H 2.434 -3.832 0.433 0.117
H 1.495 -5.981 0.044 0.110
H 1.097 -5.678 -1.651 0.120
H -0.570 -4.288 -0.714 0.043
O -1.861 4.734 -1.801 -0.066
C -2.572 5.202 -0.679 -0.231
C -2.034 4.625 0.644 -0.254
O -0.885 5.318 1.087 -0.066
H -0.919 4.958 -1.726 0.041
H -2.567 6.291 -0.563 0.127
H -3.596 4.862 -0.728 0.099
H -1.846 3.546 0.536 0.109
H -2.786 4.702 1.464 0.114
H -0.374 5.540 0.296 0.043
O 0.915 5.551 -1.229 -0.101
C 1.223 6.225 -2.439 -0.220
C 1.984 5.302 -3.324 -0.140
O 3.313 5.191 -2.643 -0.112
H 1.751 5.190 -0.874 0.055
H 0.241 6.406 -2.910 0.132
H 1.649 7.204 -2.267 0.131
H 2.166 5.756 -4.293 0.123
H 1.575 4.293 -3.367 0.114
H 3.947 4.709 -3.198 0.102


B | 145
Properties=species:S:1:pos:R:3:lowdin_charge:R:1 method="wB97M-V/def2-TZVPD" charge=0 lumo_ev=0.48 smiles=COC[C@H](C)N.COC[C@H](C)N.COC[C@H](C)N.COC[C@H](C)N.COC[C@H](C)N.OCCO.OCCO.OCCO.OCCO.OCCO.OCCO multiplicity=1
C -1.554 4.087 1.581 -0.090
O -1.752 2.991 0.718 -0.195
C -1.228 3.246 -0.595 -0.198
C -1.856 4.327 -1.484 -0.452
C -3.202 3.841 -1.919 -0.057
N -0.986 4.536 -2.631 0.064
H -1.825 3.732 2.607 0.099
H -2.154 4.946 1.230 0.090
H -0.539 4.329 1.549 0.058
H -0.154 3.463 -0.486 0.112
H -1.385 2.360 -1.182 0.098
H -2.016 5.166 -0.839 0.113
H -3.740 3.458 -1.086 0.074
H -3.182 3.117 -2.759 0.080
H -3.774 4.643 -2.383 0.080
H -1.416 5.092 -3.350 0.074
H -0.180 5.003 -2.260 0.061
C 7.534 0.496 -0.271 -0.122
O 6.469 -0.407 -0.091 -0.169
C 5.757 -0.041 1.082 -0.212
C 5.153 -1.312 1.739 -0.352
C 4.137 -2.149 0.953 -0.052
N 4.472 -0.865 3.034 0.026
H 8.382 0.287 0.416 0.102
H 7.213 1.548 -0.195 0.091
H 7.852 0.418 -1.283 0.074
H 6.349 0.492 1.813 0.114
H 4.969 0.608 0.876 0.098
H 6.028 -1.949 2.065 0.154
H 4.636 -2.581 0.067 0.083
H 3.203 -1.591 0.657 0.084
H 3.825 -2.939 1.560 0.036
H 3.845 -0.072 2.707 0.062
H 5.153 -0.262 3.572 0.102
C 3.032 -3.202 -3.318 -0.099
O 1.745 -3.791 -3.454 -0.181
C 0.765 -3.188 -2.694 -0.254
C -0.425 -4.124 -2.693 -0.347
C -1.000 -4.427 -4.084 -0.036
N -1.348 -3.408 -1.716 0.061
H 3.743 -3.905 -3.826 0.098
H 3.443 -3.075 -2.300 0.071
H 3.127 -2.138 -3.792 0.093
H 1.167 -3.052 -1.692 0.119
H 0.526 -2.222 -3.115 0.114
H -0.089 -5.070 -2.266 0.142
H -2.080 -4.711 -3.989 0.094
H -0.522 -5.194 -4.653 0.065
H -0.941 -3.494 -4.682 0.064
H -2.146 -2.932 -2.180 0.090
H -1.798 -4.118 -1.135 0.066
C 3.564 4.136 -1.056 -0.118
O 3.813 3.125 -1.975 -0.186
C 2.633 2.573 -2.536 -0.213
C 3.012 1.427 -3.452 -0.426
C 1.770 0.698 -4.011 -0.057
N 3.951 0.521 -2.778 0.050
H 4.467 4.302 -0.499 0.085
H 2.789 3.848 -0.364 0.058
H 3.151 5.050 -1.540 0.100
H 1.988 2.177 -1.714 0.122
H 2.031 3.262 -3.114 0.117
H 3.672 1.771 -4.265 0.139
H 0.960 0.531 -3.282 0.065
H 2.086 -0.150 -4.611 0.064
H 1.210 1.449 -4.680 0.098
H 4.607 1.018 -2.195 0.056
H 3.469 -0.209 -2.267 0.055
C 1.617 1.168 1.547 -0.118
O 2.490 1.355 2.616 -0.239
C 2.025 2.397 3.510 -0.183
C 3.016 2.526 4.619 -0.454
C 2.866 1.305 5.491 -0.054
N 2.775 3.794 5.337 0.038
H 1.688 1.921 0.762 0.065
H 0.501 1.101 1.893 0.114
H 1.784 0.175 1.088 0.077
H 1.863 3.336 2.955 0.131
H 1.106 2.094 3.930 0.104
H 4.074 2.546 4.181 0.157
H 1.904 1.470 6.137 0.127
H 3.704 1.211 6.182 0.080
H 2.825 0.499 4.813 0.035
H 3.427 4.534 5.067 0.075
H 2.676 3.752 6.340 0.062
O 2.608 -2.670 4.281 -0.093
C 1.362 -2.258 3.766 -0.288
C 0.891 -3.195 2.715 -0.201
O -0.488 -2.887 2.368 -0.102
H 3.359 -2.162 3.866 0.042
H 0.668 -2.230 4.593 0.101
H 1.431 -1.220 3.323 0.126
H 0.886 -4.208 3.134 0.125
H 1.665 -3.178 1.840 0.134
H -0.561 -2.237 1.660 0.041
O -2.416 -1.935 4.566 -0.063
C -1.833 -0.679 4.966 -0.207
C -2.079 0.394 3.866 -0.232
O -1.848 1.716 4.336 -0.058
H -1.714 -2.398 4.119 0.033
H -2.367 -0.321 5.812 0.104
H -0.803 -0.766 5.208 0.091
H -3.129 0.164 3.608 0.128
H -1.546 0.195 2.985 0.079
H -2.538 1.773 4.998 0.081
O -1.917 -1.124 -4.605 -0.107
C -2.296 0.138 -5.183 -0.245
C -3.560 0.499 -4.513 -0.227
O -3.270 0.695 -3.125 -0.138
H -1.061 -1.420 -5.052 0.107
H -1.529 0.939 -5.043 0.129
H -2.346 -0.023 -6.218 0.101
H -4.201 -0.414 -4.565 0.144
H -3.899 1.378 -4.965 0.108
H -3.086 -0.238 -2.707 0.092
O -2.735 -4.751 1.129 -0.061
C -3.374 -3.584 1.619 -0.231
C -4.670 -3.332 0.812 -0.222
O -4.405 -3.465 -0.559 -0.063
H -1.825 -4.660 1.399 0.068
H -3.479 -3.599 2.713 0.123
H -2.716 -2.752 1.425 0.076
H -5.046 -2.273 1.004 0.124
H -5.521 -3.972 1.277 0.144
H -3.941 -4.284 -0.644 0.067
O -0.527 -1.347 -0.052 -0.078
C -1.215 -0.170 -0.470 -0.211
C -2.703 -0.188 -0.260 -0.216
O -3.404 -0.971 -1.192 -0.083
H -0.704 -2.049 -0.637 -0.013
H -0.820 0.677 0.042 0.073
H -1.005 -0.009 -1.568 0.133
H -3.066 0.837 -0.272 0.113
H -2.821 -0.582 0.772 0.132
H -3.743 -1.780 -0.809 0.043
O -6.054 -0.116 0.268 -0.087
C -7.263 0.168 -0.367 -0.239
C -7.049 0.249 -1.956 -0.206
O -6.152 1.328 -2.201 -0.077
H -5.402 0.372 -0.254 0.056
H -8.041 -0.654 -0.051 0.149
H -7.603 1.148 -0.113 0.092
H -7.987 0.451 -2.429 0.095
H -6.619 -0.766 -2.316 0.144
H -5.242 1.064 -2.290 0.032


A is the most stable structure; the next one sits 138.1 kJ/mol above it.


A | 11
Properties=species:S:1:pos:R:3:lowdin_charge:R:1 method="wB97M-V/def2-TZVPD" charge=0 lumo_ev=0.57 smiles=C[C@@](N)(O)Cl multiplicity=1
C -0.396 -0.820 0.367 -0.076
C 0.399 0.378 0.097 -0.877
N 0.097 1.157 -1.107 0.105
O 0.451 1.178 1.118 0.007
Cl 2.378 -0.298 -0.154 0.264
H -0.345 -1.517 -0.470 0.094
H -0.173 -1.191 1.409 0.108
H -1.362 -0.286 0.515 0.112
H 0.542 1.970 -0.878 0.043
H 0.596 0.590 -1.795 0.073
H 0.317 0.677 1.962 0.145


B | 11
Properties=species:S:1:pos:R:3:lowdin_charge:R:1 method="wB97M-V/def2-TZVPD" charge=0 lumo_ev="-1.11 / -1.92" multiplicity=1
C -0.055 1.763 0.099 -0.129
C -0.444 -1.767 -0.085 -0.066
N 0.064 0.437 -0.383 -0.111
O -0.512 -0.443 0.410 -0.163
Cl 2.508 -0.049 -0.002 -0.069
H 0.851 2.302 -0.166 0.072
H -0.884 2.219 -0.458 0.103
H -0.255 1.828 1.169 0.096
H -1.314 -2.291 0.308 0.095
H 0.477 -2.227 0.282 0.075
H -0.436 -1.771 -1.175 0.097


A is the most stable structure; the next one sits 322.3 kJ/mol above it.


A | 15
Properties=species:S:1:pos:R:3:lowdin_charge:R:1 method="wB97M-V/def2-TZVPD" charge=0 lumo_ev="0.51 / 0.29" multiplicity=2
C -0.438 0.082 -0.288 -0.359
C -1.089 1.281 0.419 -0.593
S -2.713 0.818 1.129 0.666
N 0.807 0.421 -1.056 0.037
H -0.134 -0.659 0.445 0.085
H -1.212 -0.298 -0.948 0.081
H -0.445 1.675 1.200 0.048
H -1.277 2.041 -0.337 0.040
H -2.704 -0.423 0.634 -0.157
H 0.489 0.760 -2.016 0.048
H 1.338 1.220 -0.652 0.049
H 1.380 -0.436 -1.156 0.076
H 2.042 -1.592 1.428 0.062
H 2.032 -2.909 0.677 0.021
O 1.923 -1.981 0.522 -0.104


B | 15
Properties=species:S:1:pos:R:3:lowdin_charge:R:1 method="wB97M-V/def2-TZVPD" charge=0 lumo_ev="0.31 / 0.29" multiplicity=2
C 0.608 0.967 0.018 -0.337
C 0.210 -0.020 1.047 -0.615
S -1.198 -1.139 0.780 0.685
N 1.819 1.814 0.404 0.005
H -0.241 1.666 -0.091 0.102
H 0.786 0.616 -0.989 0.066
H -0.022 0.445 2.008 0.057
H 0.932 -0.780 1.412 0.054
H -1.284 -1.201 -0.563 -0.179
H 2.363 2.044 -0.463 0.030
H 2.472 1.234 0.983 0.062
H 1.654 2.765 0.796 0.036
H -1.286 -0.279 -2.782 0.056
H -0.019 -1.282 -3.075 0.058
O -0.490 -0.711 -2.462 -0.081


A is the most stable structure; the next one sits 35.5 kJ/mol above it.